C3H6N2O in the gas phase, computed with the ωB97M-V functional and the def2-TZVPD basis.

The geometry in XYZ format:
```
12
Properties=species:S:1:pos:R:3:forces:R:3:nbo_charge:R:1
H -0.5115 -1.4091 -1.4377 -0.092 -0.072 0.116 0.3381
N -1.2419 -0.9034 -0.9323 0.259 0.186 0.139 -0.6540
C -0.7485 0.0837 -0.2882 0.059 -0.069 -0.055 0.3157
C -1.7276 0.9553 0.4548 0.009 0.385 0.177 0.3921
O -1.3891 1.9574 1.0408 -0.182 -0.449 -0.254 -0.5133
N 0.5613 0.4555 -0.1322 -0.192 0.024 0.096 -0.6146
C 1.5840 -0.5577 0.0603 0.167 -0.120 -0.057 -0.4170
H -2.7666 0.5808 0.4414 0.083 0.112 -0.079 0.1420
H 0.6562 1.2984 0.4177 -0.025 -0.119 0.068 0.4074
H 1.1887 -1.4059 0.6369 0.076 0.119 -0.112 0.1945
H 2.4092 -0.1148 0.6222 -0.081 -0.085 -0.122 0.2139
H 1.9857 -0.9402 -0.8837 -0.081 0.090 0.083 0.1951
```
Forces are in eV/Å.

electronic energy = -8235.329 eV
gap between HOMO and LUMO = 9.76 eV
relative energy (zero: lowest compared OMol25 entry of this formula, charge and spin) = 132.1 kJ/mol
LUMO energy = 0.20 eV

5 unconnected molecules or ions with the total composition C5H21N2O5 in a non-equilibrium geometry, computed with the ωB97M-V functional and the def2-TZVPD basis.

The geometry in XYZ format:
```
33
Properties=species:S:1:pos:R:3:forces:R:3:nbo_charge:R:1
C -0.9843 -2.6837 0.5970 0.394 0.462 -0.470 -0.0828
O 0.2793 -2.7691 1.2039 1.571 0.260 0.290 -0.7763
C -1.7520 -1.4849 1.2991 -0.804 -0.756 -1.530 -0.0612
C -2.3243 -0.5396 0.1819 -0.095 -0.449 1.449 -0.4661
C -1.2901 0.0951 -0.6969 -0.534 1.477 -0.067 -0.1510
C -1.6740 1.2284 -1.2911 0.514 -1.218 -0.462 -0.0842
N -0.6389 2.1022 -1.8319 1.052 -0.543 0.727 -0.7367
N -0.9995 -0.7637 2.3032 -0.912 0.085 -0.105 -0.8214
H -1.4725 -3.6573 0.6422 -0.406 0.228 0.095 0.1923
H -0.7859 -2.4645 -0.4898 -0.404 -0.133 0.847 0.1567
H 0.5413 -3.5953 1.6087 -0.547 -0.398 -0.167 0.4965
H -2.6385 -1.9191 1.7976 0.422 0.272 -0.079 0.2090
H -2.6917 0.3134 0.7745 -0.468 -0.436 -0.301 0.2463
H -3.1689 -0.9980 -0.3831 0.710 0.149 0.425 0.2436
H -0.2341 -0.1665 -0.6908 -0.029 -0.202 0.200 0.2213
H -2.7160 1.4530 -1.4398 -0.022 0.618 0.108 0.2310
H -0.1106 1.7478 -2.6378 -0.477 -0.282 0.029 0.4292
H -0.8333 3.0785 -2.0938 -0.428 -0.467 0.527 0.4590
H 0.1643 2.1855 -1.0841 -1.679 0.338 -1.595 0.5009
H -0.7137 -1.4110 3.0154 0.181 -0.025 0.312 0.3747
H -0.1864 -0.2710 1.9831 0.238 -0.023 -0.367 0.3545
H 1.3763 2.4155 1.6617 -0.004 -0.136 0.088 0.5064
H 1.4169 1.1063 0.7905 0.443 0.098 0.294 0.5255
O 1.3589 2.0891 0.7572 -0.375 0.049 0.050 -1.0091
H 2.6592 -1.4650 -1.8753 -0.275 -0.007 0.068 0.4864
H 3.4662 -0.2016 -1.8593 -0.524 -0.004 0.174 0.4819
O 2.6110 -0.5567 -1.5472 0.963 0.048 -0.560 -0.9605
H 1.5015 3.1644 -0.4494 -0.471 0.565 -2.074 0.5216
H 1.9534 2.8960 -1.9027 0.138 0.440 -0.132 0.4748
O 1.2574 3.3905 -1.4462 2.234 0.134 2.072 -0.9915
H 1.7322 -1.2720 1.4204 -0.381 -0.218 -0.058 0.5126
H 2.8279 -0.6285 0.5575 -0.442 0.181 0.006 0.5046
O 2.0687 -0.4183 1.1250 0.419 -0.107 0.205 -0.9880
```
Forces are in eV/Å.

net charge = +1
electronic energy = -18735.804 eV
gap between HOMO and LUMO = 9.33 eV
relative energy (zero: lowest compared OMol25 entry of this formula, charge and spin) = 355.3 kJ/mol
LUMO energy = -2.87 eV

2 unconnected molecules or ions with the total composition CH6O in a non-equilibrium geometry, computed with the ωB97M-V functional and the def2-TZVPD basis.

The geometry in XYZ format:
```
8
Properties=species:S:1:pos:R:3:forces:R:3:nbo_charge:R:1
C 0.0000 0.0000 0.0000 -0.030 0.026 0.038 -0.8604
H -0.8409 -0.1858 0.6844 0.251 0.093 -0.382 0.2206
H -0.1766 -0.5258 -0.9499 0.070 0.180 0.373 0.2175
H 0.0871 1.0800 -0.1895 -0.021 -0.402 0.077 0.2158
H 0.9314 -0.3682 0.4550 -0.270 0.127 -0.195 0.2055
O -1.6079 -0.7754 2.9511 0.962 -0.622 0.533 -0.9426
H -0.6623 -0.6998 2.6898 -0.985 -0.113 0.338 0.4716
H -1.6115 -1.4345 3.6817 0.024 0.711 -0.783 0.4720
```
Forces are in eV/Å.

electronic energy = -3181.664 eV
gap between HOMO and LUMO = 12.50 eV
relative energy (zero: lowest compared OMol25 entry of this formula, charge and spin) = 1.0 kJ/mol
LUMO energy = 0.91 eV

A molecular structure, C50H64BaGe2N2O8S4 in a non-equilibrium geometry, computed with the ωB97M-V functional and the def2-TZVPD basis.

The geometry in XYZ format:
```
131
Properties=species:S:1:pos:R:3:forces:R:3:lowdin_charge:R:1
Ba 1.0786 -3.5351 1.0142 -0.290 0.383 0.272 1.6909
C 3.5916 3.1777 5.0330 1.170 -0.990 -0.672 -0.0553
C 2.1787 2.9832 4.6326 -2.047 -0.883 -0.657 -0.2546
C 1.3243 1.9490 5.1611 1.305 0.509 -0.378 0.0162
C 0.0105 1.7298 4.7254 1.052 0.901 0.550 -0.2050
C -0.8112 0.6735 5.4214 -1.105 0.250 -0.506 -0.0731
C -0.5122 2.6238 3.7452 -0.037 -0.862 0.901 -0.2087
C 0.2492 3.6232 3.2080 1.908 0.628 0.079 -0.2445
C -0.3038 4.5700 2.1488 1.408 -0.717 -0.172 -0.0159
C 1.6130 3.7395 3.6282 -1.606 0.439 -0.194 -0.0261
C -1.9290 2.4999 3.3618 0.314 -0.646 -0.303 -0.2163
C -2.8563 3.2790 4.0845 1.148 -1.832 -1.671 -0.0125
C -4.1548 3.0435 3.7906 -1.438 0.736 -0.242 -0.0562
C -4.5246 2.1586 2.7693 -0.611 0.131 -0.192 -0.0175
C -3.6467 1.3905 2.0264 1.732 0.795 1.541 -0.2019
C -2.2594 1.5669 2.3521 -1.358 0.721 0.237 -0.2002
Ge -0.8787 0.5733 1.4029 0.819 -0.892 0.522 0.2218
S -0.4440 -1.2649 2.7594 -0.178 0.279 -0.120 0.5797
S -1.1629 -0.3191 -0.5773 -0.259 0.185 -0.598 0.3321
Ge 1.0135 0.2733 -0.9388 0.212 -0.459 -0.936 0.0471
S 2.1048 -1.6133 -1.1046 -0.014 0.587 -0.184 0.0096
S 1.1745 1.3860 1.0001 -0.423 0.081 0.459 0.3811
C 1.4707 1.4804 -2.5281 0.220 -0.178 0.269 -0.1755
C 0.7403 1.6258 -3.7110 0.127 -0.224 -0.334 -0.2243
C 1.2898 2.2867 -4.8106 0.571 0.505 0.737 -0.0295
C 2.5735 2.8274 -4.7200 -1.413 -0.196 -0.629 -0.0634
C 3.3056 2.7219 -3.5764 1.004 -0.315 0.542 -0.0350
C 2.7578 2.0378 -2.5065 0.346 -0.615 2.302 -0.2050
C 3.6644 1.8355 -1.2651 -0.268 -0.075 -1.951 -0.1667
C 4.6600 0.8526 -1.3503 -0.042 0.798 0.219 -0.2482
C 4.7978 -0.0631 -2.5169 -0.279 -0.227 -0.532 -0.0719
C 5.6622 0.8216 -0.3863 -0.701 -0.013 0.372 -0.0100
C 5.7243 1.7624 0.6327 0.219 1.204 -0.069 -0.2577
C 6.8503 1.8718 1.6345 0.395 -1.964 0.571 -0.0591
C 4.7811 2.7951 0.6096 0.118 -0.072 1.552 -0.0234
C 3.7104 2.7763 -0.2549 -0.774 1.389 0.554 -0.2639
C 2.7158 3.9436 -0.1125 0.451 -1.221 -0.943 -0.0622
C -0.5230 0.9160 -3.9634 -0.592 -0.265 -0.880 -0.1422
C -0.4392 -0.3524 -4.5934 -1.025 0.326 0.789 -0.1960
C 0.8687 -1.0112 -4.9603 0.478 2.926 -1.389 -0.0236
C -1.6521 -1.0079 -4.8574 -0.434 0.477 0.456 -0.0072
C -2.9053 -0.4447 -4.5570 0.796 -0.304 -0.006 -0.2361
C -4.1626 -1.2993 -4.7209 0.944 -0.292 1.114 -0.0456
C -2.9030 0.8624 -4.0634 -1.361 -1.549 -0.904 -0.0545
C -1.7658 1.5772 -3.8490 1.125 -0.470 0.296 -0.2444
C -1.8851 3.0302 -3.5727 -1.162 1.088 0.086 -0.0381
C -4.1704 0.3944 1.0847 -0.233 -1.117 1.265 -0.1924
C -4.6157 -0.8452 1.5748 -0.766 -0.962 -1.632 -0.1710
C -4.5899 -1.1722 3.0250 0.881 0.114 0.335 -0.0301
C -5.2102 -1.7413 0.6369 0.772 0.891 1.801 -0.0051
C -5.4619 -1.3930 -0.6762 -0.327 -0.929 -0.882 -0.2942
C -6.2113 -2.3029 -1.6468 1.124 -0.789 0.353 -0.0377
C -4.9066 -0.2409 -1.1374 0.451 2.388 0.185 -0.0053
C -4.2662 0.6576 -0.2343 0.255 1.160 -2.619 -0.2164
C -3.6245 1.9638 -0.7378 0.548 -0.955 -0.079 -0.0391
H 3.7743 3.9296 5.7588 -0.242 0.700 0.992 0.0662
H 4.2651 3.4700 4.2090 -0.561 -0.158 -0.093 0.0770
H 4.0090 2.2381 5.4048 -0.028 0.070 0.185 0.0784
H 1.8291 1.2967 5.8913 -0.685 0.101 -0.186 0.1174
H -0.1768 -0.0743 5.8427 0.605 -0.584 0.155 0.0586
H -1.4702 0.1547 4.6828 0.256 0.547 0.947 0.0331
H -1.3838 1.0718 6.2893 0.082 0.012 -0.771 0.0981
H -1.0730 4.0034 1.6131 0.325 0.488 -0.490 0.0749
H 0.5506 4.9747 1.5189 -1.273 -0.724 0.425 0.0874
H -0.7661 5.4249 2.5941 -0.454 0.580 0.424 0.0714
H 2.1378 4.5372 3.1451 0.676 0.317 -0.108 0.1017
H -2.4877 4.0040 4.7598 0.106 0.517 0.786 0.1177
H -4.8802 3.6642 4.3201 -0.253 -0.419 -0.325 0.1118
H -5.5508 2.0895 2.4407 -0.367 0.001 0.409 0.1242
H 0.7143 2.4083 -5.7237 0.047 -0.178 0.088 0.1280
H 2.9299 3.3030 -5.5910 0.691 0.587 -0.768 0.0917
H 4.3596 3.0448 -3.5130 -0.730 0.023 -0.054 0.1371
H 5.4001 0.4234 -3.3130 -0.437 -0.271 0.277 0.0980
H 3.8177 -0.4051 -2.9021 0.637 0.291 0.064 0.0365
H 5.3405 -0.9381 -2.1702 0.061 -0.244 -0.211 0.0717
H 6.3421 0.0042 -0.4794 0.749 -0.283 0.255 0.1073
H 7.5535 1.0120 1.4989 -0.299 0.764 -0.111 0.0818
H 6.5248 1.7286 2.6938 -0.077 0.460 -0.752 0.0807
H 7.4071 2.7989 1.5439 -0.031 0.117 0.007 0.0737
H 4.8209 3.6144 1.3799 0.060 -0.927 -0.776 0.1364
H 3.2296 4.7728 -0.5435 0.229 1.067 -0.122 0.0787
H 2.4095 4.1449 0.9020 0.238 -0.086 0.306 0.0275
H 1.8263 3.7878 -0.7059 -0.272 -0.132 -0.123 0.0632
H 1.4171 -0.3075 -5.7411 -0.992 -1.431 1.419 0.1250
H 0.6331 -1.9225 -5.4606 0.315 -0.908 -0.054 0.0586
H 1.5372 -1.0494 -4.1072 0.115 -0.546 0.103 0.0416
H -1.6475 -2.0094 -5.2452 0.171 -0.363 -0.301 0.1043
H -4.2979 -1.8700 -3.7484 0.098 0.312 -1.323 0.0851
H -4.0405 -1.9574 -5.5840 0.013 -0.259 0.333 0.0750
H -5.0712 -0.7536 -4.8936 -0.349 0.615 0.023 0.0636
H -3.8784 1.2900 -3.9306 -0.280 0.548 0.111 0.1061
H -2.9391 3.3881 -3.8636 1.628 -0.411 0.473 0.1154
H -1.1457 3.5760 -4.1470 0.011 0.231 -0.276 0.0708
H -1.6944 3.3241 -2.5338 -0.116 -0.228 -0.001 0.0816
H -4.8477 -2.1974 3.2204 -0.357 -0.449 -0.054 0.0799
H -5.2907 -0.5094 3.5135 -0.204 0.081 0.437 0.0844
H -3.5936 -1.0487 3.4864 -0.458 0.261 -0.272 0.0742
H -5.3934 -2.7384 0.9780 -0.526 -0.434 0.204 0.1165
H -6.2868 -1.8449 -2.6433 -0.073 -0.205 0.398 0.0634
H -7.1858 -2.6053 -1.2810 -0.291 0.274 0.073 0.0714
H -5.6444 -3.2680 -1.7163 -0.332 0.728 -0.203 0.0901
H -5.0459 0.0847 -2.1780 0.173 -0.238 0.444 0.1114
H -4.2186 2.8380 -0.6047 -0.989 0.593 0.148 0.0770
H -3.4187 1.8624 -1.8070 0.188 0.093 0.376 0.0380
H -2.6981 2.2158 -0.1690 -0.509 -0.452 -0.701 0.0595
C 4.4177 -6.6470 -1.8454 0.175 -1.331 -0.395 -0.0176
O 3.1978 -7.1064 -1.2478 0.115 -0.429 0.118 -0.0287
C 2.5808 -6.3484 -0.3299 -0.839 -2.843 -1.148 -0.6210
O 2.9320 -5.2873 0.0618 0.983 2.206 0.780 -0.0514
N 1.4722 -7.0206 0.0905 0.160 -0.627 -0.563 -0.0117
N 0.8221 -6.5057 1.2007 -1.486 -0.632 1.255 -0.0447
H 5.2982 -7.2988 -1.5484 -1.197 0.833 -0.082 0.1169
H 4.5348 -5.6283 -1.5760 0.534 0.923 0.114 0.0732
H 4.2450 -6.7650 -2.9208 0.297 0.198 0.207 0.0970
H 1.2590 -7.9342 -0.3353 0.222 0.786 0.640 0.1744
H 1.1659 -6.9451 2.0837 -0.414 0.413 -0.936 0.1166
H -0.2145 -6.6819 1.1603 1.473 0.362 -0.118 0.1254
O -0.3601 -4.4148 -1.3433 0.095 -0.399 0.998 -0.1510
H -0.2035 -4.0195 -2.1850 0.608 0.471 -1.027 0.0264
H -1.2328 -4.0529 -1.1324 -0.836 0.013 0.266 -0.0074
O -0.5043 -4.8825 3.4796 0.538 -0.778 0.738 -0.1482
H -1.2057 -4.4898 2.9133 -0.148 0.599 -0.002 -0.0299
H -0.8029 -4.9617 4.4003 0.002 0.171 -0.663 0.0469
O -3.0461 -3.6046 -0.6081 0.388 1.531 0.862 -0.1117
H -3.3212 -2.6605 -0.7326 0.162 -1.038 -0.340 0.0282
H -2.6249 -3.4659 0.2959 -0.126 -0.510 -0.366 0.0153
O -1.4889 -3.3470 1.7071 -0.652 0.654 0.034 -0.5949
O -1.8392 -2.1724 2.5597 0.834 -0.764 -0.704 -0.6716
O 3.5728 -1.8285 1.8631 0.207 0.437 -0.138 -0.1743
H 3.8991 -1.0981 2.4247 -0.358 -0.508 -0.486 0.0508
H 3.6092 -1.4891 0.9391 -0.181 -0.068 0.485 -0.0454
```
Forces are in eV/Å.

electronic energy = -229320.909 eV
gap between HOMO and LUMO = 7.56 eV
LUMO energy = -0.08 eV

C17H14BrN3O in the gas phase in a non-equilibrium geometry, computed with the ωB97M-V functional and the def2-TZVPD basis.

The geometry in XYZ format:
```
36
Properties=species:S:1:pos:R:3:forces:R:3:nbo_charge:R:1
C 1.6373 2.5074 -0.4244 -2.696 0.531 2.259 -0.4112
C 0.8485 2.6848 0.7178 1.944 0.383 -2.960 -0.0568
Br -1.0062 3.3156 0.6664 1.196 -0.472 -0.157 0.0341
C 1.3508 2.2915 2.0827 -0.301 -0.740 -0.615 -0.2896
N 0.9397 0.8928 2.2265 -1.110 -0.943 -0.093 -0.6304
C 1.7692 -0.1444 1.8909 2.331 0.152 0.174 0.7901
O 2.9835 -0.1344 2.1340 -1.391 0.153 -0.240 -0.6521
N 1.2239 -1.2481 1.2425 -0.498 -0.648 0.187 -0.6658
C 0.1854 -1.0872 0.2918 -0.418 0.383 -0.474 0.2324
C 0.5733 -0.8983 -1.0533 0.078 -0.361 0.837 -0.0528
C 1.9262 -0.9257 -1.4977 0.187 -0.431 -0.458 -0.2094
C 2.1903 -0.7036 -2.8292 2.636 -0.545 1.006 -0.2182
C 1.2387 -0.4313 -3.7675 -4.662 0.099 -0.100 -0.2056
C -0.1306 -0.4410 -3.3408 1.925 0.555 -2.381 -0.1708
C -0.4586 -0.6687 -2.0028 -0.321 0.385 0.763 0.1264
N -1.7412 -0.5658 -1.6563 -0.595 -0.239 0.150 -0.4132
C -2.1021 -0.7664 -0.3785 -0.565 0.086 -1.571 0.2366
C -3.4873 -0.7763 -0.0748 -1.648 0.253 -0.076 -0.2041
C -3.9620 -0.9836 1.2011 -0.145 -0.037 -0.784 -0.2060
C -3.0559 -1.2312 2.2449 2.074 -0.242 -0.265 -0.2024
C -1.6884 -1.2451 1.9417 -1.438 -0.456 1.690 -0.1959
C -1.1965 -1.0338 0.6426 2.059 -0.089 0.289 -0.1656
H 1.2778 2.6871 -1.4354 -0.223 0.091 0.318 0.2195
H 2.6279 2.0775 -0.3837 0.119 0.096 0.509 0.2231
H 2.4277 2.4351 2.1218 0.045 -0.468 0.053 0.2497
H 0.9106 2.8156 2.9056 -0.292 0.679 0.208 0.2204
H -0.0545 0.7577 1.9597 1.020 0.134 0.327 0.4029
H 1.9227 -1.9557 0.9756 -0.384 0.833 0.478 0.4169
H 2.7444 -1.2467 -0.8425 -0.390 0.463 -0.172 0.2233
H 3.2216 -0.7829 -3.2258 -0.520 0.062 0.665 0.2173
H 1.5017 -0.2871 -4.8084 -0.107 0.092 0.100 0.2236
H -0.9928 -0.2323 -4.0060 0.850 -0.198 0.315 0.2336
H -4.1914 -0.6324 -0.9209 0.629 -0.037 0.676 0.2310
H -5.0268 -1.0321 1.4403 0.266 0.145 -0.396 0.2203
H -3.4195 -1.5039 3.2379 0.265 0.265 -0.269 0.2224
H -0.9875 -1.5072 2.7245 0.078 0.066 0.005 0.2263
```
Forces are in eV/Å.

electronic energy = -94416.222 eV
gap between HOMO and LUMO = 6.97 eV
relative energy (zero: lowest compared OMol25 entry of this formula, charge and spin) = 0.0 kJ/mol
LUMO energy = -1.06 eV

| no. | HOMO (eV) |
| --- | --- |
| 1 | -9.56 |
| 2 | -12.20 |
| 3 | -11.59 |
| 4 | -7.64 |
| 5 | -8.03 |